189
Properties=species:S:1:pos:R:3:forces:R:3 method="wB97M-V/def2-TZVPD" total_charge=0 e_homo_ha=-0.30234 largest_force_ev_per_a=5.1 e_above_lowest_kcal_mol=0.00 gap_ha=0.308 e_lumo_ev=0.15
C -0.84527 -2.17803 3.61286 1.4 -0.5 0.2
C 0.56815 -2.78373 4.03216 -1.3 0.3 0.1
C 1.53536 -1.62215 4.19815 -0.2 0.8 -0.6
C 0.45986 -3.47303 5.38645 -1.0 0.0 1.1
C 1.63623 -4.29818 5.81162 0.7 -0.6 -1.5
C 1.92641 -5.32051 4.67175 0.3 -0.3 1.8
C 2.10230 -4.68722 3.32770 -0.7 0.4 -1.2
C 3.36771 -3.92320 3.35619 1.7 1.9 -0.3
C 2.25734 -5.75569 2.19727 -1.3 1.4 0.9
N 0.90485 -3.79771 2.97586 0.9 -0.1 0.9
O 1.27432 -3.04430 1.79835 -0.4 -0.5 0.0
H -0.71107 -1.58239 2.71380 0.1 0.0 -0.2
H -1.51073 -3.00662 3.36901 -0.2 0.1 0.2
H -1.24782 -1.48488 4.35864 0.0 -0.4 0.1
H 1.85685 -1.34141 3.18851 0.3 0.3 0.3
H 1.00069 -0.76763 4.64397 0.1 -0.3 -0.3
H 2.38453 -1.81637 4.84384 0.2 -0.2 -0.1
H 0.32938 -2.72968 6.18373 -0.3 0.3 -0.4
H -0.43854 -4.09507 5.45253 0.0 -0.1 -0.3
H 2.53846 -3.69130 5.90481 -0.1 0.2 0.1
H 1.49510 -4.75400 6.78848 -0.2 -0.3 -0.1
H 1.21209 -6.14237 4.68172 -0.2 0.0 -0.1
H 2.91919 -5.71772 4.90959 -0.2 -0.5 -0.1
H 3.43101 -3.19243 2.55246 -0.3 -0.1 -0.3
H 4.22487 -4.55029 3.16864 0.3 -0.5 0.2
H 3.57931 -3.29476 4.23014 -0.1 -0.6 0.1
H 2.95480 -6.51748 2.51177 0.2 -0.2 -0.1
H 2.57004 -5.21777 1.29970 0.1 -0.4 0.0
H 1.24011 -6.13853 2.08962 0.2 -0.4 -0.4
H 0.62324 -3.34972 1.15230 0.1 0.1 0.1
C -5.01587 2.66202 -1.47680 0.0 1.6 0.7
C -4.84961 2.46527 -2.98499 0.0 0.2 0.9
C -4.79779 0.95945 -3.23532 -0.1 -0.2 -1.1
C -6.04741 3.16432 -3.66331 -0.5 0.1 -0.3
C -5.95235 4.68258 -3.77675 0.3 0.6 0.6
C -4.68039 5.05610 -4.48896 -0.1 -0.3 -0.8
C -3.47297 4.54626 -3.75322 1.2 -0.5 1.0
C -2.23690 4.73984 -4.62607 0.9 -1.2 -0.8
C -3.22020 5.33179 -2.43598 0.1 0.7 0.1
N -3.57224 3.03772 -3.51960 -0.6 0.7 -0.8
O -2.45956 2.55337 -2.78283 -0.4 0.1 -0.5
H -4.20320 2.35952 -0.82901 0.4 -0.6 -0.1
H -5.11648 3.72198 -1.22346 0.0 0.1 -0.2
H -5.92409 2.25361 -1.06421 -0.3 -0.7 -0.2
H -5.72840 0.40955 -3.08611 -0.3 0.5 0.1
H -4.51103 0.80667 -4.28523 0.1 -0.1 0.3
H -4.08499 0.46110 -2.58350 0.3 0.2 0.0
H -6.23182 2.77027 -4.65086 0.3 -0.3 -0.6
H -6.99204 2.95164 -3.15757 0.2 -0.3 0.4
H -6.80308 5.12990 -4.29423 -0.2 -0.3 0.1
H -5.91355 5.13310 -2.77922 -0.3 -0.1 0.0
H -4.49989 6.12480 -4.67095 -0.4 -0.1 0.3
H -4.75569 4.59905 -5.48644 0.4 0.0 0.1
H -2.31870 4.27866 -5.60759 -0.7 -0.2 -0.2
H -1.35832 4.21855 -4.25455 0.0 -0.1 0.7
H -1.87422 5.72062 -4.86044 -0.4 1.0 0.4
H -3.00798 6.40092 -2.61167 -0.1 -0.3 -0.4
H -2.32363 4.97203 -1.94425 0.1 -0.2 0.1
H -4.00836 5.35333 -1.67873 -0.1 -0.4 -0.3
H -2.57373 2.88972 -1.89058 0.3 0.2 0.7
C -6.41390 -1.58127 -1.08707 1.2 0.8 -0.4
C -6.98932 -2.01597 0.24075 1.1 -0.4 0.9
C -8.38274 -1.51374 0.33477 -1.6 0.7 0.2
C -6.96017 -3.55644 0.32889 -0.5 0.8 0.1
C -5.58101 -4.12866 0.56370 -0.1 0.3 0.1
C -4.99682 -3.51804 1.85327 0.0 0.5 -0.2
C -4.91391 -1.94411 1.81579 -0.8 -0.3 -0.7
C -4.55658 -1.28075 3.15519 -0.1 -0.2 0.6
C -3.84958 -1.54838 0.78615 1.0 0.1 0.8
N -6.30208 -1.46640 1.47253 0.4 -0.1 -0.4
O -6.21700 -0.03827 1.26957 0.0 -0.2 0.2
H -5.90864 -0.60723 -0.99905 -0.4 -0.2 0.0
H -5.65484 -2.25991 -1.47692 0.0 -0.1 0.0
H -7.17231 -1.48697 -1.85879 -0.2 0.0 0.0
H -8.44598 -0.46056 0.07727 0.2 0.2 -0.2
H -9.07804 -2.02549 -0.32944 0.1 -0.2 -0.1
H -8.79486 -1.54942 1.34223 0.1 -0.4 0.2
H -7.64729 -3.80427 1.14107 0.0 -0.4 -0.1
H -7.35605 -3.85719 -0.64257 -0.2 -0.5 0.2
H -5.61580 -5.21551 0.63853 -0.1 -0.1 0.2
H -5.00326 -3.96679 -0.34760 0.4 0.3 0.2
H -3.99613 -3.91889 2.03026 0.1 0.1 0.1
H -5.63857 -3.86245 2.67606 0.1 0.3 0.0
H -3.85187 -1.86353 3.77193 -0.1 0.0 -0.4
H -5.44927 -1.13169 3.76971 -0.1 -0.3 -0.1
H -4.13382 -0.27927 3.03336 0.1 -0.2 -0.2
H -2.88869 -1.59977 1.34367 -0.2 -0.4 -0.5
H -3.87308 -0.50442 0.47570 -0.5 0.0 -0.1
H -3.84547 -2.20944 -0.07420 0.2 0.1 -0.1
H -6.63406 0.34517 2.05254 0.0 -0.2 -0.1
C 3.98385 2.68755 -2.86762 0.0 -0.6 0.4
C 2.61101 2.28080 -3.42225 0.6 0.2 -0.8
C 1.55795 2.58435 -2.37785 -0.7 0.1 -0.1
C 2.41173 3.16682 -4.68198 -0.9 0.4 1.9
C 3.25819 2.76728 -5.83458 0.4 -0.9 -1.8
C 3.03330 1.26927 -6.21673 0.3 1.3 0.6
C 3.32942 0.35689 -4.98572 0.7 1.7 -0.2
C 2.83531 -0.99756 -5.29589 -0.6 -1.4 -0.3
C 4.88191 0.34636 -4.69792 -0.8 0.2 -0.4
N 2.49676 0.84910 -3.81716 0.1 0.7 -1.3
O 2.88954 0.13272 -2.68797 0.5 -0.8 1.2
H 4.59853 3.07098 -3.65225 0.5 0.3 -0.4
H 3.91060 3.47193 -2.11894 -0.2 0.0 0.1
H 4.49403 1.83759 -2.43351 0.1 0.0 0.2
H 0.55180 2.23601 -2.65573 0.2 0.2 -0.3
H 1.77032 2.05281 -1.44234 0.3 0.5 0.0
H 1.51573 3.68719 -2.26909 0.0 -0.6 0.4
H 1.32616 3.16730 -4.85780 0.2 0.0 -0.6
H 2.65040 4.18400 -4.30639 -0.1 -0.3 -0.5
H 3.00518 3.34270 -6.73785 0.0 0.1 0.3
H 4.33978 2.91175 -5.69251 -0.4 0.2 0.3
H 3.67625 1.03721 -7.07885 0.0 -0.2 0.4
H 2.01078 1.22881 -6.61473 0.0 -0.5 0.5
H 3.40427 -1.46582 -6.10516 0.1 0.1 0.1
H 1.78836 -0.94798 -5.63871 0.3 -0.1 0.3
H 2.92694 -1.63979 -4.41448 -0.1 -0.2 -0.2
H 5.25101 1.38232 -4.65692 0.0 -0.6 0.2
H 5.40272 -0.15433 -5.52562 -0.2 0.1 0.2
H 5.10775 -0.19482 -3.77153 -0.1 0.3 -0.2
H 2.33659 -0.65456 -2.63421 -0.2 0.1 -0.2
C 8.59038 -1.07895 2.57565 0.6 1.1 0.4
C 7.07928 -1.10278 2.42833 -1.0 -0.6 -0.1
C 6.62088 -2.57149 2.17406 0.0 0.6 0.4
C 6.34878 -0.63021 3.69242 0.3 1.2 0.8
C 4.85367 -0.32115 3.49107 1.4 -1.3 1.2
C 4.71819 0.64757 2.38362 -1.3 1.3 -0.3
C 5.34829 0.25645 1.08291 -0.8 -0.7 -1.3
C 4.38335 -0.82057 0.45270 1.2 -0.9 0.0
C 5.39589 1.42006 0.09025 0.8 0.3 -0.3
N 6.73884 -0.18718 1.29624 0.2 0.6 1.2
O 7.30390 -0.72324 0.12200 -0.3 0.3 0.2
H 9.03877 -1.91971 3.10133 -0.3 -0.2 0.0
H 9.07408 -0.98220 1.60100 -0.1 -0.2 0.1
H 8.85933 -0.17528 3.14916 0.0 -0.2 -0.2
H 7.06369 -2.94632 1.26343 0.1 -0.5 -0.3
H 6.97736 -3.19905 2.99467 0.0 0.0 -0.1
H 5.53538 -2.64874 2.12527 0.2 -0.1 -0.1
H 6.53333 -1.31600 4.53232 -0.2 -0.2 -0.4
H 6.76599 0.31916 4.05191 0.4 0.0 -0.3
H 4.42640 -1.29210 3.32080 -0.9 -0.3 -0.5
H 4.41642 0.01100 4.44307 0.1 0.2 -0.3
H 5.01057 1.65590 2.66058 0.6 0.1 0.4
H 3.66380 0.79049 2.13511 -0.2 0.0 0.1
H 4.94841 -1.37828 -0.29571 0.1 -0.1 -0.1
H 3.52875 -0.45681 -0.11359 -0.1 0.6 0.3
H 4.04982 -1.56509 1.19130 -0.1 0.4 -0.2
H 5.95330 2.29263 0.44684 0.2 -0.3 0.3
H 4.43121 1.83976 -0.17495 -0.4 -0.4 0.0
H 5.91298 1.08285 -0.82737 -0.4 0.1 0.4
H 7.01803 -1.62556 0.24768 0.1 -0.8 -1.0
C -0.45633 -1.51884 -3.51430 -0.3 0.1 0.1
C -1.46449 -0.45030 -3.91634 2.2 0.6 0.4
C -0.86524 0.57453 -4.93288 0.8 -0.3 1.5
O -1.12081 -0.09812 -6.13634 1.1 1.0 -1.3
C -2.14804 -0.88500 -5.98293 -1.7 -1.0 -2.4
O -2.74184 -1.38408 -6.91063 0.4 0.1 1.2
O -2.44149 -0.99304 -4.70328 -2.6 -1.7 -0.1
H 0.13585 -1.02348 -2.75903 0.6 -0.2 0.3
H 0.16661 -1.85149 -4.34225 0.0 0.1 -0.1
H -0.94543 -2.40107 -3.09070 0.0 0.2 0.1
H -1.93155 -0.05082 -3.02402 0.0 0.5 -0.1
H 0.21678 0.71716 -4.93159 -0.2 0.1 0.7
H -1.39534 1.50643 -4.84768 -0.3 0.5 -0.3
C 1.77721 2.03435 5.97957 0.9 -1.2 -1.4
C 0.40218 1.63811 6.34985 -2.2 1.1 0.8
C -0.47624 2.81110 6.89311 0.3 0.1 0.4
O -1.54195 2.98584 5.97152 0.6 -0.4 -0.1
C -1.45724 1.99893 5.06787 -1.4 0.3 -0.4
O -2.26295 1.81840 4.22220 -0.8 0.0 -1.0
O -0.42309 1.19893 5.22553 2.2 -0.3 0.8
H 2.26029 1.08230 5.76297 0.5 0.0 -0.1
H 2.39532 2.53516 6.70946 -0.3 0.2 0.5
H 1.81762 2.58570 5.04310 -0.2 0.3 0.0
H 0.37811 0.81994 7.05974 0.2 -0.2 0.1
H 0.06328 3.75069 6.94727 0.2 0.1 0.0
H -0.91846 2.59777 7.86026 0.1 -0.1 0.2
C 0.22375 -0.33293 0.14708 1.4 -0.8 -1.9
C -0.34749 0.74465 0.88512 -1.3 3.5 3.5
C 0.73131 1.77790 1.46588 -0.9 -0.5 -1.3
O 0.15200 3.11351 1.23216 1.7 -1.0 1.5
C -0.81661 2.98752 0.38522 -3.7 2.0 -1.5
O -1.51508 3.91283 -0.05745 2.0 -2.1 0.9
O -1.10344 1.71719 0.10553 -0.1 -1.2 -0.9
H 0.70514 0.21843 -0.65827 0.5 -0.6 -0.6
H -0.49842 -1.02753 -0.28955 0.0 0.0 0.3
H 0.98991 -0.85488 0.74122 -0.3 0.0 -0.2
H -1.05443 0.37876 1.63436 0.1 0.3 0.3
H 1.49705 1.68738 0.71080 0.9 0.1 0.2
H 1.11518 1.67613 2.48116 -0.4 0.0 -0.1